[1]
{
  "formula": "C4H2LiMgO2",
  "method": "wB97M-V/def2-TZVPD",
  "symbols": ["H", "O", "C", "C", "C", "Li", "O", "C", "Mg", "H"],
  "positions_angstrom": [[-3.6343, 0.8099, 0.1279], [-2.6467, -0.9546, -0.0512], [-2.6759, 0.2644, 0.0911], [-1.4364, 0.9883, 0.1380], [-0.2511, 1.3218, 0.1425], [-0.6623, -1.4326, -0.1679], [2.3895, -0.7376, -0.0568], [1.4917, -1.6219, 0.0832], [1.8074, 1.1166, -0.1687], [1.9881, -2.6140, 0.2708]],
  "forces_ev_per_a": [[0.26, -0.18, 0.11], [0.28, 0.49, 0.11], [-0.53, -0.28, -0.29], [1.63, 0.30, 0.09], [-0.77, -0.25, -0.32], [-0.16, 0.04, 0.18], [0.37, 0.74, 0.01], [-0.26, -0.46, -0.20], [-0.75, -0.77, 0.33], [-0.07, 0.37, -0.02]],
  "nbo_charge": [0.190, -0.570, 0.384, -0.264, -0.581, 0.860, -0.869, -0.050, 1.795, 0.104],
  "gap_ev": 6.86,
  "charge": 1,
  "e_lumo_ev": -5.6,
  "relative_energy_ev": 0.000,
  "homo_ev": -12.4410
}

=====

[2]
{
  "formula": "C20H36BBrCl30FNO9SSi2",
  "method": "wB97M-V/def2-TZVPD",
  "symbols": ["C", "C", "O", "C", "C", "O", "Si", "C", "C", "C", "Br", "O", "Si", "C", "C", "O", "C", "N", "O", "B", "O", "O", "S", "O", "O", "F", "H", "H", "H", "H", "H", "H", "H", "H", "H", "H", "H", "H", "H", "H", "H", "H", "H", "H", "H", "H", "H", "H", "H", "H", "H", "H", "C", "Cl", "Cl", "Cl", "H", "C", "Cl", "Cl", "Cl", "H", "C", "Cl", "Cl", "Cl", "H", "C", "Cl", "Cl", "Cl", "H", "C", "Cl", "Cl", "Cl", "H", "C", "Cl", "Cl", "Cl", "H", "C", "Cl", "Cl", "Cl", "H", "C", "Cl", "Cl", "Cl", "H", "C", "Cl", "Cl", "Cl", "H", "C", "Cl", "Cl", "Cl", "H"],
  "positions_angstrom": [[7.3488, -2.3940, 1.9513], [7.0651, -1.3431, 0.8671], [5.6713, -1.2044, 0.6442], [5.2006, 0.1195, 0.7035], [3.7646, 0.1292, 0.2351], [2.8875, -0.6723, 1.0375], [2.2002, -0.2121, 2.4314], [2.3078, 1.5831, 2.9073], [1.3628, 2.5956, 2.2253], [0.2280, 3.1470, 3.1272], [0.6533, 1.9311, 0.5303], [0.7177, -0.8856, 2.4774], [-0.1504, -1.4018, 3.8036], [-0.7913, -0.0275, 4.8692], [-1.9645, 0.7691, 4.2941], [-2.0581, 1.9691, 5.1070], [-3.3075, 0.0160, 4.3265], [-4.1273, 0.3253, 3.1381], [-1.4524, -2.2142, 3.1955], [-1.2723, -3.3190, 2.3739], [-0.7425, -4.4803, 2.8864], [-1.5807, -3.2459, 1.0330], [3.4668, -1.0991, 4.0673], [2.9973, -0.5547, 5.3104], [4.8472, -0.9605, 3.7184], [3.1804, -2.6526, 4.1003], [6.4197, -2.9031, 2.2277], [8.0911, -3.1254, 1.6121], [7.7468, -1.9279, 2.8611], [7.5502, -1.6272, -0.0787], [7.4998, -0.3732, 1.1588], [5.7743, 0.7556, 0.0037], [5.3234, 0.5249, 1.7232], [3.7504, -0.3045, -0.7735], [3.3959, 1.1606, 0.1390], [2.1734, 1.6106, 4.0013], [3.3470, 1.9107, 2.7407], [1.9709, 3.4482, 1.9153], [0.2111, 2.6470, 4.1020], [0.4054, 4.2127, 3.3182], [-0.7529, 3.0515, 2.6539], [0.6209, -2.3593, 4.6017], [-1.1177, -0.5045, 5.8120], [0.0190, 0.6564, 5.1663], [-1.7596, 1.1040, 3.2653], [-2.6534, 2.5769, 4.6686], [-3.1799, -1.0629, 4.4394], [-3.8127, 0.3726, 5.2400], [-4.8621, 0.9867, 3.3734], [-4.6104, -0.5029, 2.8045], [-1.1665, -5.2664, 2.5508], [-2.2687, -2.6089, 0.8494], [-3.8229, 1.0260, -0.3501], [-5.5755, 1.2386, -0.2735], [-3.0023, 2.1160, 0.7589], [-3.3770, -0.6570, -0.0631], [-3.5029, 1.2751, -1.3549], [2.4077, -2.0973, -2.1917], [4.1164, -2.5535, -2.1837], [2.2117, -0.4586, -2.8206], [1.4598, -3.2401, -3.1434], [2.0519, -2.1157, -1.1657], [0.2203, 3.4727, -4.0249], [-0.5815, 3.2384, -2.4736], [0.9962, 5.0566, -4.0894], [1.4053, 2.1988, -4.2903], [-0.5310, 3.4348, -4.8044], [4.4405, -6.3299, -2.9360], [4.4990, -7.3065, -1.4689], [6.0610, -6.0186, -3.5580], [3.4266, -7.0924, -4.1603], [3.9915, -5.3768, -2.6853], [2.0429, -3.1678, -7.2045], [2.7737, -2.8951, -8.7896], [2.9971, -4.3024, -6.2537], [1.8333, -1.6444, -6.3376], [1.0643, -3.6051, -7.3617], [-7.8068, 1.3900, 2.6990], [-9.5130, 1.7903, 2.5239], [-6.9860, 2.5815, 3.7134], [-7.6015, -0.2379, 3.3489], [-7.3490, 1.4214, 1.7167], [-6.5107, 6.1849, 1.4730], [-5.7175, 7.5345, 2.2870], [-7.0422, 6.6480, -0.1400], [-5.4482, 4.7777, 1.4103], [-7.3867, 5.9139, 2.0509], [-8.3348, 10.5357, -0.5429], [-8.6909, 9.8416, 1.0386], [-6.7943, 9.9544, -1.1735], [-9.6413, 10.2126, -1.6827], [-8.2564, 11.6088, -0.4176], [-0.7221, -6.7883, -2.7663], [-0.1011, -6.3165, -4.3534], [0.3272, -7.9815, -2.0077], [-0.9231, -5.3752, -1.7321], [-1.6962, -7.2384, -2.9140], [2.7668, -1.8064, -12.5061], [4.4699, -2.2635, -12.4655], [2.5671, -0.1697, -13.1314], [1.8258, -2.9616, -13.4495], [2.3907, -1.8223, -11.4901]],
  "forces_ev_per_a": [[0.15, 0.13, 0.13], [0.42, 0.01, 0.17], [-0.10, 0.03, 0.02], [0.18, -0.03, -0.06], [0.25, -0.06, -0.49], [0.13, 0.39, 0.15], [-0.37, -0.27, -0.90], [0.10, 0.18, 0.16], [0.15, 0.61, 0.59], [0.30, -0.09, -0.04], [0.00, -0.12, -0.09], [0.48, 0.10, 0.88], [-0.71, -0.15, 0.24], [-0.27, 0.07, 0.22], [0.18, 0.44, 0.27], [0.24, -0.46, -0.06], [-0.34, 0.40, 0.13], [-0.20, -0.27, 0.25], [0.53, -0.24, -0.43], [-0.06, -0.04, -0.17], [-0.26, 0.65, 0.42], [-0.24, -0.72, 0.34], [0.16, 0.66, -0.11], [-0.10, -0.32, 0.02], [0.00, -0.12, 0.11], [-0.02, -0.05, 0.03], [0.20, 0.04, -0.16], [-0.22, 0.07, 0.04], [-0.17, -0.09, -0.16], [-0.19, 0.03, 0.10], [-0.15, -0.20, -0.05], [-0.17, 0.00, 0.17], [-0.09, -0.05, -0.18], [-0.02, 0.17, 0.47], [0.02, -0.21, 0.18], [-0.01, 0.08, -0.27], [-0.17, -0.24, 0.03], [-0.12, -0.23, -0.10], [-0.14, 0.05, -0.30], [-0.06, -0.21, -0.07], [0.18, -0.02, 0.14], [0.25, 0.07, -0.07], [0.10, 0.11, -0.21], [-0.15, -0.18, -0.16], [-0.04, -0.39, 0.10], [-0.25, 0.20, -0.13], [0.13, 0.17, -0.21], [0.17, -0.22, -0.12], [0.19, -0.09, -0.01], [0.13, 0.08, 0.08], [0.19, -0.34, -0.47], [0.09, 0.45, -0.05], [0.13, 0.16, 0.11], [-0.01, -0.03, -0.05], [-0.01, 0.13, -0.26], [-0.07, 0.04, -0.13], [-0.06, -0.02, 0.03], [0.05, -0.11, -0.06], [-0.03, -0.09, -0.04], [-0.15, -0.10, 0.02], [0.05, -0.01, 0.17], [0.02, 0.04, -0.06], [0.06, 0.11, 0.09], [-0.15, 0.03, 0.02], [-0.05, 0.01, -0.03], [-0.03, 0.06, -0.23], [0.08, -0.06, 0.00], [-0.07, 0.06, 0.04], [0.00, 0.00, -0.01], [-0.01, 0.01, 0.00], [0.06, -0.05, -0.01], [0.01, 0.01, 0.00], [-0.05, 0.04, 0.12], [0.07, -0.03, -0.04], [-0.01, -0.02, -0.09], [-0.01, -0.01, -0.10], [0.04, 0.04, 0.00], [-0.02, 0.00, -0.05], [0.01, 0.00, -0.01], [-0.04, -0.04, 0.07], [-0.05, 0.03, -0.03], [-0.02, -0.01, 0.11], [-0.06, -0.01, 0.05], [-0.01, 0.00, 0.00], [0.00, -0.12, 0.01], [0.07, 0.01, -0.08], [0.04, 0.01, -0.02], [0.01, 0.09, -0.01], [0.02, -0.01, 0.01], [0.00, 0.08, 0.01], [0.00, -0.01, 0.01], [-0.02, -0.05, -0.03], [-0.06, 0.07, 0.01], [-0.02, 0.01, -0.03], [0.02, -0.01, -0.01], [-0.08, -0.08, 0.08], [0.05, 0.01, 0.00], [-0.02, 0.00, 0.05], [-0.03, 0.00, 0.02], [0.00, 0.00, 0.00], [0.00, 0.00, 0.01], [0.02, 0.01, -0.05]],
  "lowdin_charge": [-0.066, -0.256, -0.169, -0.219, -0.230, -0.168, 0.298, -0.240, -0.705, -0.113, 0.740, -0.200, 0.483, -0.163, -0.412, -0.060, -0.205, -0.008, 0.026, -0.868, 0.189, 0.156, 0.574, -0.318, -0.298, -0.195, 0.074, 0.068, 0.071, 0.116, 0.116, 0.139, 0.118, 0.039, 0.093, 0.084, 0.097, 0.079, 0.062, 0.087, 0.034, 0.053, 0.108, 0.084, 0.099, 0.082, 0.106, 0.125, -0.006, 0.039, 0.104, 0.008, -1.498, 0.560, 0.529, 0.606, 0.010, -1.485, 0.593, 0.519, 0.507, 0.019, -1.541, 0.497, 0.533, 0.507, 0.015, -1.563, 0.530, 0.526, 0.495, -0.044, -1.540, 0.539, 0.512, 0.513, 0.014, -1.554, 0.542, 0.527, 0.548, -0.053, -1.548, 0.524, 0.515, 0.490, 0.013, -1.553, 0.512, 0.509, 0.524, 0.010, -1.542, 0.496, 0.529, 0.529, 0.011, -1.573, 0.520, 0.525, 0.523, -0.033],
  "gap_ev": 9.48,
  "charge": 0,
  "e_lumo_ev": 0.0,
  "homo_ev": -9.4286
}

=====

- Which of these has the lowest charge?
  C20H36BBrCl30FNO9SSi2

=====

- Which of these has the lowest charge?
  C20H36BBrCl30FNO9SSi2

=====

- What is the formula in the first record?
  C4H2LiMgO2

=====

- charge of number 2 (C20H36BBrCl30FNO9SSi2)?
  0